# 1
ORCA calculation (ωB97M-V with the def2-TZVPD basis set) on C36H41BN7O4PSTb as an isolated structure.

Element x y z (Å)
Tb -0.05 0.16 0.65
B -3.37 -0.70 0.86
N -2.96 -0.81 -0.65
C -3.71 -0.83 -1.75
C -2.85 -1.20 -2.85
C -1.64 -1.38 -2.24
N -1.65 -1.05 -0.91
N -3.36 0.79 1.23
C -4.42 1.60 1.45
C -4.01 2.88 1.13
C -2.65 2.79 0.77
N -2.22 1.49 0.79
H -4.53 -1.04 0.90
H -2.50 -1.35 1.52
H -4.75 -0.49 -1.80
H -3.09 -1.21 -3.90
H -0.68 -1.67 -2.71
H -5.42 1.26 1.69
H -4.66 3.69 1.40
H -1.98 3.51 0.23
N 0.71 2.86 1.16
C 1.71 3.53 0.36
C 2.55 4.53 0.94
C 3.33 5.27 0.11
C 3.34 5.09 -1.30
C 2.50 4.07 -1.85
C 1.76 3.22 -1.03
P 1.08 1.67 -1.67
C 2.65 0.94 -2.26
C 2.68 0.31 -3.47
C 3.66 -0.64 -3.72
C 4.60 -0.95 -2.76
C 4.67 -0.18 -1.58
C 3.72 0.80 -1.32
C 0.06 2.29 -3.02
C -0.26 1.44 -4.08
C -0.84 1.95 -5.29
C -1.25 3.29 -5.27
C -1.20 4.04 -4.10
C -0.45 3.57 -3.04
H -0.18 3.41 1.11
H 0.91 2.93 2.18
H 2.49 4.90 1.97
H 3.93 6.11 0.46
H 3.81 5.76 -1.99
H 2.39 3.96 -2.89
H 1.88 0.59 -4.21
H 3.78 -1.09 -4.69
H 5.26 -1.75 -2.98
H 5.53 -0.34 -0.93
H 3.83 1.59 -0.60
H -0.06 0.37 -3.99
H -1.08 1.28 -6.15
H -1.60 3.71 -6.20
H -1.73 5.03 -3.96
H -0.28 4.26 -2.21
O -5.04 -2.05 7.07
C -4.25 -2.56 6.07
O -4.43 -3.67 5.68
C -3.20 -1.70 5.35
C -3.47 -0.31 5.26
C -2.50 0.41 4.58
C -1.22 -0.19 4.24
S 0.07 0.75 3.67
C -1.03 -1.54 4.37
C -2.07 -2.34 4.80
H -4.67 -1.31 7.58
H -4.35 0.07 5.68
H -2.64 1.42 4.21
H -0.10 -1.99 4.11
H -2.06 -3.40 4.82
N 2.38 0.22 1.59
H 2.46 -0.19 2.51
H 2.92 1.11 1.66
H 2.83 -0.36 0.84
O 0.36 -1.93 1.47
C 0.91 -2.37 0.39
O 1.24 -1.66 -0.63
C 1.36 -3.84 0.47
N 2.60 -4.08 -0.25
C 2.75 -5.64 -0.44
C 1.33 -6.11 -0.34
C 0.42 -4.86 -0.18
H 1.43 -4.01 1.60
H 3.47 -3.73 0.20
H 2.56 -3.73 -1.23
H 3.40 -6.00 0.32
H 3.21 -5.77 -1.42
H 1.20 -6.80 0.51
H 1.10 -6.66 -1.30
H -0.52 -5.03 0.37
H 0.11 -4.45 -1.14

Output
highest occupied orbital energy (spin up / spin down) = -0.321 / -0.320 hartree
LUMO energy (spin up / spin down) = -3.0 / -3.0 eV
2S+1 = 7
total charge = +1
ΔE to the lowest compared entry with this formula, charge and spin = 54.7 kcal per mole

=====

# 2
ORCA calculation (ωB97M-V with the def2-TZVPD basis set) on one molecule with the formula C5H7NO.

Element x y z (Å)
C 0.22 -1.95 -0.40
C -0.06 -0.52 -0.11
C -1.11 -0.04 0.55
N -1.06 1.36 0.73
C 0.08 1.86 0.07
O 0.38 3.02 0.00
C 0.84 0.64 -0.47
H 0.32 -2.15 -1.48
H -0.57 -2.58 0.00
H 1.16 -2.25 0.07
H -2.00 -0.58 0.85
H -1.12 1.64 1.70
H 1.81 0.62 0.04
H 1.04 0.75 -1.54

Output
highest occupied orbital energy = -0.320 hartree
LUMO energy = 0.8 eV
structure (SMILES) = CC1=CNC(=O)C1
2S+1 = 1
ΔE to the lowest compared entry with this formula, charge and spin = 7.2 kcal per mole

=====

# 3
ORCA calculation (ωB97M-V with the def2-TZVPD basis set) on one molecule with the formula C4H4INO2.

Element x y z (Å)
C -0.21 -0.19 1.08
C -0.25 0.13 -0.18
C 1.17 0.18 -0.67
C -1.40 0.36 -1.12
N 1.26 -0.10 1.57
O 1.64 0.45 -1.74
O 1.98 0.01 0.42
I 1.71 -1.79 2.75
H -0.85 -0.54 1.79
H -1.43 1.50 -1.43
H -2.34 0.23 -0.48
H -1.28 -0.25 -2.00

Output
highest occupied orbital energy = -0.341 hartree
LUMO energy = -1.0 eV
structure (SMILES) = Cc1cn(I)oc1=O
2S+1 = 1
ΔE to the lowest compared entry with this formula, charge and spin = 62.1 kcal per mole